C2H5Cl2NOS as an isolated structure at a distorted geometry, computed with wB97M-V/def2-TZVPD.

Results
relative energy (zero: lowest compared OMol25 entry of this formula, charge and spin)	92.8	kcal/mol
frontier orbital gap (alpha / beta)	8.02 / 7.88	eV
maximum force	2.89	eV/A
HOMO (alpha / beta)	-9.8 / -9.2	eV

Structure (XYZ):
```
12
Properties=species:S:1:pos:R:3:forces:R:3:nbo_charge:R:1
C 1.244067 -0.407219 -0.862269 1.38 0.02 2.54 -0.561
C 0.858576 -1.843864 -0.451981 0.49 0.99 -1.64 -0.387
N -0.750191 2.162480 -0.153403 1.59 0.48 -0.15 -0.463
O 2.203751 1.625789 0.864153 -0.03 -0.90 -0.44 -0.868
S 1.005127 0.825329 0.648938 -1.69 0.27 -0.45 1.362
Cl -0.962480 -1.842803 -0.255382 1.32 -0.50 -0.07 -0.048
Cl 0.763042 -0.619060 2.270120 0.42 0.76 -0.45 -0.271
H 2.361762 -0.199305 -0.905037 -1.29 -0.68 -0.71 0.247
H 0.616221 -0.160546 -1.714075 0.28 0.85 0.15 0.261
H 1.457286 -2.194152 0.381028 -0.69 -0.13 0.35 0.240
H 1.177005 -2.421288 -1.341102 -0.75 -0.19 0.46 0.228
H -0.010185 2.925021 -0.356562 -1.02 -0.98 0.41 0.261
```
Forces are in eV/Å.


A 7-piece molecular cluster, C54H72Br3N2O21P3S overall at a distorted geometry, computed with wB97M-V/def2-TZVPD.

Results
frontier orbital gap	6.28	eV
SMILES	CCCc1c2c(c(P(O)O)c(/C(Br)=C(/C)Br)c1N(C(C)=O)C(C)=O)C(=O)c1c(Br)c(P(=N)(O)O)c([PH2]=S)c(CCCCCOC)c1C2=O.O=C1CCCO1.O=C1CCCO1.O=C1CCCO1.O=C1CCCO1.O=C1CCCO1.O=C1CCCO1
maximum force	4.00	eV/A
HOMO	-7.8	eV

Structure (XYZ):
```
156
Properties=species:S:1:pos:R:3:forces:R:3:lowdin_charge:R:1
C 3.525229 0.508865 1.860076 -0.99 0.51 0.34 -0.093
C 2.060521 -0.109858 1.686693 1.16 -0.24 0.13 -0.208
C 1.741939 -0.460287 0.174037 0.14 -0.57 0.91 -0.129
C 0.348919 -1.142953 0.149501 -0.77 -0.86 -0.76 -0.028
C -0.880230 -0.411843 -0.128119 -1.11 -1.14 0.57 0.017
C -2.201618 -1.096045 -0.096925 2.69 -0.45 0.65 -0.027
C -2.235554 -2.528062 0.175126 0.57 2.52 -0.70 -0.210
P -3.864403 -3.482351 0.220268 0.31 -3.81 1.18 0.909
O -4.895671 -2.836769 1.387977 0.31 1.16 -1.16 -0.307
O -4.578774 -3.531470 -1.307217 -0.03 1.36 1.40 -0.316
C -0.981364 -3.292914 0.417668 -0.37 1.22 0.71 -0.193
C -1.142694 -4.811242 0.642106 -0.02 -0.17 -2.23 -0.677
Br -1.079067 -5.730233 2.353553 -0.24 0.80 -0.94 0.819
C -1.383354 -5.589483 -0.449866 -0.04 -0.11 1.29 -0.682
C -1.592882 -7.126763 -0.422141 0.00 0.53 -1.55 -0.144
Br -1.484938 -4.710419 -2.207019 0.06 -0.87 1.18 0.834
C 0.313895 -2.610951 0.429887 -2.32 2.15 -0.60 -0.095
N 1.589053 -3.260420 0.695480 -1.68 -0.61 0.86 0.057
C 1.658333 -3.924116 1.968339 -0.10 -0.61 0.68 -0.449
C 1.026423 -3.292077 3.264422 -0.55 -0.42 -0.21 -0.032
O 2.193093 -5.010920 2.053785 0.23 0.87 -0.15 0.050
C 2.065307 -4.100631 -0.424368 2.26 -0.70 -1.93 -0.378
C 3.432127 -3.678562 -1.105737 -0.95 -0.36 1.12 0.022
O 1.532716 -5.092805 -0.835603 -0.55 0.78 0.91 0.107
C -3.483348 -0.236518 -0.368599 1.02 -0.52 0.35 -0.318
O -4.372591 -0.724624 -1.017931 0.16 0.61 0.43 0.055
C -3.452469 1.200437 0.199287 0.70 1.82 0.45 -0.070
C -4.638460 1.885848 0.740591 1.29 0.17 -0.34 -0.508
Br -6.301714 0.887615 0.727621 0.90 0.61 0.10 0.821
C -4.604421 3.250854 1.239366 2.83 -1.23 -0.16 -0.244
P -6.012228 4.237596 1.914769 -1.99 2.01 -0.57 0.560
N -6.314473 5.370062 0.858409 0.27 -1.12 0.72 -0.185
O -5.574539 4.856054 3.408116 0.19 -1.88 -2.05 -0.204
O -7.423920 3.402589 2.162546 1.81 0.48 0.93 -0.230
C -3.289381 3.949281 1.170300 -0.40 -1.65 -1.12 -0.253
P -3.133593 5.747645 1.736635 0.85 0.54 0.81 0.458
S -2.226808 5.918813 3.451374 0.04 -0.26 0.05 0.257
C -2.070301 3.289275 0.634606 -0.95 -0.15 -0.39 -0.101
C -0.741931 4.119625 0.574050 0.15 0.10 0.07 -0.164
C 0.124456 4.070340 1.909551 1.08 -0.01 -0.72 -0.197
C 1.521055 3.385121 1.568031 -0.70 0.22 0.14 -0.201
C 2.434781 4.282207 0.648415 0.11 -0.55 -0.45 -0.157
C 3.983858 4.007453 0.816742 -0.96 1.09 -0.71 -0.232
O 4.408949 4.192050 2.171752 0.28 -1.11 -0.72 -0.206
C 5.492832 3.330035 2.536818 0.58 -0.02 1.05 -0.126
C -2.138173 1.895908 0.138263 -2.27 1.01 0.93 0.013
C -0.937325 1.123817 -0.479620 -0.06 -1.32 0.65 -0.251
O -0.103459 1.599532 -1.215928 -0.51 0.14 0.57 0.079
H 4.222053 -0.187985 2.391327 -0.55 0.53 -0.70 0.079
H 3.390228 1.414163 2.516270 0.49 -0.83 -0.72 0.049
H 3.951606 0.849295 0.877339 -0.31 -0.45 0.97 0.071
H 2.061416 -1.051629 2.306614 -0.31 0.85 -0.85 0.080
H 1.308963 0.571580 2.156446 0.47 -0.52 -0.63 0.100
H 1.852246 0.407869 -0.518319 -0.45 -0.57 0.76 0.112
H 2.539358 -1.199213 -0.125551 -1.00 0.70 0.24 0.098
H -5.127714 -3.517230 2.044356 0.43 0.15 -0.69 0.049
H -5.541727 -3.576385 -1.157301 0.35 0.09 -0.23 0.057
H -0.587767 -7.605661 -0.311611 -0.89 0.27 0.25 0.090
H -1.975542 -7.437076 -1.436313 0.39 0.30 1.03 0.067
H -2.350811 -7.476208 0.318685 0.86 0.51 -0.31 0.072
H 0.074266 -2.731603 3.053232 1.17 -0.19 0.19 0.085
H 1.763102 -2.693844 3.857023 -0.58 -0.31 -0.80 0.087
H 0.718698 -4.159538 3.911392 0.54 0.82 -0.77 0.056
H 3.341812 -2.622444 -1.457146 0.42 -0.87 0.25 0.074
H 4.207944 -3.812996 -0.297720 -0.58 0.49 -0.86 0.100
H 3.629731 -4.396902 -1.942605 -0.26 0.91 0.80 0.081
H -7.285460 5.312446 0.545677 0.33 0.18 0.10 -0.012
H -4.652916 4.580144 3.635389 -0.30 0.18 0.40 0.007
H -7.708276 3.557926 3.083619 0.12 -0.25 -0.35 0.080
H -2.421425 6.494204 0.741710 -0.78 -0.66 -0.01 -0.003
H -4.398816 6.376696 1.875197 0.32 -0.57 -0.82 -0.023
H -0.938810 5.205992 0.345252 -0.12 -1.27 0.15 0.084
H -0.065773 3.774379 -0.257376 -1.06 0.14 0.72 0.097
H -0.415011 3.540177 2.741594 0.55 0.65 -0.81 0.097
H 0.385295 5.128856 2.195657 -0.64 -1.15 0.08 0.090
H 2.031514 3.155539 2.537113 -0.27 0.14 -0.87 0.105
H 1.287773 2.433184 1.007201 0.50 0.79 0.74 0.085
H 2.203813 5.383042 0.708065 0.25 -1.05 0.34 0.121
H 2.202483 3.992253 -0.421819 0.32 0.44 0.97 0.116
H 4.505916 4.795085 0.195395 -0.32 -1.02 0.32 0.128
H 4.187325 2.981188 0.406257 0.08 0.90 0.60 0.101
H 5.853264 2.665256 1.711643 -0.54 0.49 0.60 0.088
H 6.389531 3.921856 2.885918 -0.96 -0.35 -0.44 0.090
H 5.160780 2.715398 3.425011 0.40 0.42 -1.00 0.088
O 2.646764 -3.727430 -4.201133 0.16 0.06 -0.49 0.116
C 1.890345 -3.756697 -5.130919 -0.05 0.22 0.65 -0.466
O 2.255581 -3.480064 -6.411673 0.11 -0.12 0.26 0.019
C 1.093621 -3.496556 -7.256048 -0.19 0.04 -0.37 -0.155
C 0.074948 -4.338432 -6.514882 -0.38 -0.16 -0.05 -0.155
C 0.412686 -4.051349 -5.061963 -0.13 -0.36 -0.52 -0.113
H 0.755461 -2.467342 -7.402535 0.04 -0.02 0.03 0.129
H 1.351864 -3.923633 -8.224836 0.21 0.11 0.09 0.126
H -0.955065 -4.102569 -6.782333 0.08 0.03 -0.05 0.120
H 0.243432 -5.397379 -6.727947 -0.01 0.07 -0.02 0.122
H -0.108390 -3.166729 -4.689107 0.06 -0.05 0.13 0.125
H 0.214785 -4.909950 -4.425156 0.11 0.25 0.22 0.070
O 3.242569 -10.673742 4.555337 0.29 0.32 0.11 0.114
C 3.405968 -9.716908 3.851548 -0.41 -0.41 0.23 -0.488
O 4.063103 -8.594942 4.243316 -0.02 -0.36 -0.01 0.027
C 3.983674 -7.604237 3.204475 0.01 0.44 -0.10 -0.161
C 3.707939 -8.379302 1.934120 -0.05 0.06 -0.49 -0.158
C 2.887068 -9.551541 2.442257 0.40 0.23 -0.33 -0.079
H 3.178402 -6.907855 3.448032 0.04 -0.04 -0.04 0.109
H 4.922566 -7.053354 3.151970 -0.02 -0.08 0.23 0.127
H 3.204433 -7.786833 1.169897 0.03 0.08 0.12 0.113
H 4.647524 -8.745496 1.511230 -0.04 0.04 0.03 0.120
H 1.821356 -9.316421 2.481603 0.00 -0.12 0.03 0.130
H 3.060072 -10.450716 1.854116 -0.26 -0.10 0.21 0.125
O -1.126336 3.506619 -6.459771 -0.01 0.28 0.34 0.117
C -1.616260 3.238180 -5.399341 0.35 -0.19 -0.49 -0.484
O -1.419979 3.967045 -4.270485 -0.06 -0.03 -0.31 0.035
C -2.055610 3.313620 -3.159518 -0.05 -0.04 0.44 -0.157
C -3.117764 2.425251 -3.773981 -0.35 -0.24 0.12 -0.149
C -2.488845 2.041215 -5.101866 -0.44 0.13 0.33 -0.075
H -1.301285 2.741412 -2.613425 -0.07 0.16 -0.15 0.097
H -2.484388 4.061277 -2.491095 0.17 0.12 -0.12 0.127
H -3.380942 1.571611 -3.147567 0.03 0.07 0.03 0.109
H -4.027964 3.003927 -3.952793 0.04 -0.05 0.05 0.124
H -1.857203 1.154869 -5.012795 0.00 0.02 -0.13 0.131
H -3.238571 1.901530 -5.878159 0.29 -0.11 -0.15 0.126
O -2.906005 8.874552 2.488259 -0.17 -0.11 -0.64 0.070
C -3.265876 9.443636 1.497248 0.34 0.19 0.71 -0.483
O -3.246562 8.884258 0.256190 -0.02 -0.03 0.23 -0.010
C -3.635960 9.863100 -0.718878 -0.09 0.09 -0.41 -0.156
C -4.423526 10.902146 0.052883 -0.25 0.37 -0.03 -0.161
C -3.755267 10.869315 1.417305 -0.46 0.05 -0.38 -0.075
H -2.733166 10.278991 -1.174208 -0.01 -0.03 0.05 0.128
H -4.234854 9.387461 -1.494999 0.15 -0.18 0.10 0.128
H -4.415023 11.885284 -0.417820 0.04 -0.09 -0.05 0.117
H -5.464774 10.583278 0.147059 0.07 0.01 -0.04 0.122
H -2.897236 11.542613 1.467778 -0.01 -0.05 0.13 0.134
H -4.460109 11.085868 2.217389 0.30 -0.01 0.17 0.129
O 6.823188 -4.980642 -3.857493 0.36 -0.17 -0.30 0.120
C 6.666890 -4.935375 -5.044577 -0.23 0.31 0.59 -0.479
O 7.667470 -5.131824 -5.946143 -0.07 -0.06 0.20 0.025
C 7.170783 -4.900827 -7.271847 0.07 -0.01 -0.35 -0.164
C 5.670163 -5.085383 -7.173273 -0.36 0.00 -0.24 -0.162
C 5.377048 -4.614118 -5.759677 0.02 -0.39 -0.49 -0.089
H 7.445982 -3.886865 -7.574989 -0.01 -0.02 0.03 0.127
H 7.627097 -5.610756 -7.961580 0.17 0.04 0.18 0.124
H 5.118074 -4.542635 -7.941017 0.09 0.00 0.01 0.115
H 5.420285 -6.145948 -7.265669 0.04 0.06 -0.03 0.120
H 5.204981 -3.537478 -5.716441 -0.10 -0.07 0.16 0.135
H 4.541514 -5.152924 -5.320413 0.06 0.31 0.26 0.116
O -2.941687 3.155121 4.510977 -0.07 -0.75 -0.09 0.045
C -2.477572 2.709055 5.521318 -0.50 0.33 -0.13 -0.478
O -1.964350 1.454907 5.627984 -0.01 0.24 -0.20 0.028
C -1.594914 1.202050 6.991826 0.17 -0.23 0.28 -0.161
C -1.404412 2.570612 7.613000 0.13 0.19 0.37 -0.160
C -2.413077 3.414659 6.853172 0.50 -0.06 0.25 -0.071
H -2.398339 0.635812 7.470771 0.00 0.02 -0.05 0.127
H -0.681279 0.608627 7.018864 -0.12 -0.06 -0.21 0.125
H -1.549799 2.577180 8.693283 0.01 -0.08 -0.06 0.118
H -0.393973 2.933454 7.407493 -0.05 -0.05 0.02 0.122
H -3.400882 3.387263 7.317783 -0.02 0.10 -0.10 0.136
H -2.073258 4.441992 6.735148 -0.34 0.02 -0.15 0.126
```
Forces are in eV/Å.